The following is a quantum chemistry calculation of an isolated molecule of C20H20N2O3S, from the OMol25 dataset.

**E_tot**: -1507.57682 a.u.
**LUMO level**: 0.18 eV
**Net charge**: 0
**Energy relative to the best compared isomer or geometry (same formula, charge and spin)**: 31.72 kJ/mol
**Largest force on an atom**: 0.0165 hartree/bohr
**Kohn-Sham gap**: 8.3 eV

The geometry in XYZ format:
```
46
Properties=species:S:1:pos:R:3:forces:R:3:nbo_charge:R:1
C -5.274643 -2.949962 1.582570 0.05 0.32 -0.26 -0.635
C -5.799485 -2.020201 0.498693 -0.28 -0.58 0.05 -0.073
O -4.927602 -0.906145 0.300032 0.20 0.37 0.05 -0.519
C -3.868898 -1.096117 -0.503359 -0.01 -0.44 -0.20 0.779
O -3.646323 -2.141363 -1.063831 -0.10 0.12 0.13 -0.593
C -3.047679 0.135215 -0.597468 0.71 0.20 -0.42 0.011
C -1.922526 0.257226 -1.329761 -0.53 -0.07 0.14 0.073
C -1.318147 -0.794305 -2.192955 -0.10 -0.17 0.07 -0.660
C -1.151943 1.560188 -1.282709 0.05 -0.16 0.09 -0.098
C 0.074408 1.378494 -0.402895 0.19 0.04 -0.07 -0.028
C -0.058535 1.296619 0.977639 -0.06 0.02 0.00 -0.230
C 1.063072 1.129049 1.769232 -0.13 -0.01 -0.05 -0.178
C 2.320264 1.024280 1.203362 0.32 0.03 -0.19 -0.286
C 2.456570 1.084668 -0.179753 -0.46 0.06 0.29 0.290
O 3.660653 1.052006 -0.822585 0.10 0.07 -0.18 -0.499
C 4.721177 0.364078 -0.284279 0.40 -0.23 0.13 0.368
C 5.989912 0.897233 -0.483801 -0.36 0.08 -0.03 -0.278
C 7.102072 0.216129 -0.026416 0.02 -0.05 0.04 -0.191
C 6.958679 -0.994280 0.631244 0.11 -0.06 0.04 -0.236
C 5.695299 -1.528769 0.817882 0.04 0.01 0.01 -0.181
C 4.575028 -0.859184 0.360438 -0.22 0.12 -0.16 -0.307
C 1.330459 1.271535 -0.976328 0.22 -0.05 0.07 -0.215
N -1.994998 2.643043 -0.812966 0.01 -0.29 -0.12 -0.585
C -3.042977 2.474767 0.016437 -0.21 0.14 -0.02 0.284
S -3.754907 3.739697 0.798297 -0.23 0.49 0.33 -0.253
N -3.519299 1.213486 0.152193 0.05 0.02 0.04 -0.603
H -5.126865 -2.402814 2.510668 -0.01 0.01 0.10 0.212
H -4.327650 -3.384975 1.272493 0.04 -0.07 0.01 0.224
H -5.990234 -3.749126 1.751735 -0.07 -0.10 0.04 0.220
H -5.903106 -2.560346 -0.447761 -0.05 0.15 0.15 0.203
H -6.756442 -1.579254 0.784874 0.12 -0.04 -0.08 0.194
H -0.255101 -0.884389 -1.972797 0.10 -0.01 -0.02 0.224
H -1.417135 -0.509183 -3.241038 0.03 0.03 -0.12 0.222
H -1.804323 -1.751166 -2.045734 0.11 0.00 -0.08 0.266
H -0.818376 1.813126 -2.298256 -0.04 -0.12 0.12 0.214
H -1.032305 1.377130 1.434858 -0.13 0.03 0.07 0.223
H 0.959522 1.084007 2.842680 0.00 0.00 0.10 0.219
H 3.193807 0.909656 1.827621 0.04 -0.01 0.03 0.232
H 6.083350 1.840221 -0.999471 0.00 0.11 -0.05 0.225
H 8.084852 0.635383 -0.181425 0.08 0.04 -0.02 0.216
H 7.828245 -1.521985 0.992131 0.07 -0.04 0.03 0.215
H 5.577044 -2.478206 1.318585 -0.01 -0.08 0.04 0.215
H 3.590412 -1.284058 0.492714 -0.04 -0.02 0.01 0.228
H 1.462117 1.337724 -2.045889 0.01 0.01 -0.15 0.216
H -1.603777 3.573038 -0.835901 -0.17 -0.03 0.10 0.423
H -4.363682 1.087848 0.690979 0.16 0.19 -0.06 0.448
```
Positions in Å, forces in eV/Å.

The following is a quantum chemistry calculation of an isolated molecule of C20H20N2O4S, from the OMol25 dataset.

**E_tot**: -1582.79471 a.u.
**LUMO level**: 0.65 eV
**Net charge**: 0
**Energy relative to the best compared isomer or geometry (same formula, charge and spin)**: 80.18 kJ/mol
**Largest force on an atom**: 0.0216 hartree/bohr
**Kohn-Sham gap**: 8.9 eV

The geometry in XYZ format:
```
47
Properties=species:S:1:pos:R:3:forces:R:3:nbo_charge:R:1
C -1.860097 -1.889163 0.723085 0.00 -0.08 -0.02 -0.646
C -0.370488 -1.766441 0.636547 0.07 -0.04 0.09 0.003
C 0.276275 -1.799844 -0.593662 0.05 -0.03 0.07 -0.222
C 1.654015 -1.734017 -0.675124 -0.03 -0.07 0.05 -0.145
C 2.420642 -1.619035 0.479792 -0.44 -0.17 0.13 -0.109
C 3.902617 -1.552309 0.386304 0.19 0.90 -0.35 -0.645
S 4.443822 -0.045673 -0.504732 0.47 0.00 0.38 2.155
O 4.008061 -0.107849 -1.871753 -0.39 -0.07 -0.15 -0.948
O 5.855038 0.112315 -0.271584 0.10 0.05 0.35 -0.948
C 3.608772 1.382944 0.318172 0.14 -0.95 -0.20 -0.687
C 2.205627 1.502960 -0.104782 -0.38 0.34 -0.99 0.277
C 1.658319 1.719275 -1.341853 0.35 -0.01 0.59 -0.288
C 0.262776 1.712126 -1.156000 -0.21 -0.04 0.78 -0.256
C 0.050116 1.497519 0.185153 0.05 0.14 -0.86 0.168
C -1.177531 1.412053 0.998658 -0.03 0.20 0.03 0.633
O -1.170665 1.224045 2.200496 0.16 -0.10 0.19 -0.617
N -2.316992 1.615430 0.290573 -0.22 0.00 -0.15 -0.604
C -3.614575 1.425758 0.886060 0.11 0.19 0.27 -0.265
C -4.475254 0.512969 0.053182 -0.13 -0.10 0.03 0.214
C -5.681215 0.017991 0.541378 0.06 -0.01 -0.14 -0.247
C -6.438317 -0.805665 -0.272281 0.09 0.06 0.00 -0.155
C -5.971058 -1.106701 -1.543677 0.04 0.03 0.04 -0.266
C -4.761116 -0.561834 -1.937642 -0.26 -0.24 -0.22 0.050
N -4.032416 0.225599 -1.164042 0.23 0.29 0.06 -0.469
O 1.236916 1.367759 0.815078 -0.07 0.01 0.40 -0.369
C 1.775564 -1.556121 1.709179 0.15 -0.12 -0.12 -0.184
C 0.397623 -1.635040 1.785697 -0.04 -0.05 -0.07 -0.203
H -2.232937 -1.383263 1.609879 -0.09 0.06 0.08 0.222
H -2.142893 -2.940752 0.789033 -0.09 -0.04 0.01 0.222
H -2.337339 -1.465857 -0.157761 -0.07 0.02 -0.03 0.223
H -0.308339 -1.882625 -1.498624 -0.07 0.00 -0.11 0.209
H 2.146201 -1.752004 -1.635219 0.02 -0.02 -0.12 0.224
H 4.322000 -2.365334 -0.203841 0.15 0.03 -0.08 0.258
H 4.392038 -1.505796 1.354978 0.05 -0.03 0.07 0.245
H 3.690992 1.226287 1.389362 0.08 0.06 0.13 0.260
H 4.214504 2.233321 0.011680 0.11 -0.04 -0.01 0.270
H 2.196663 1.842076 -2.257849 0.16 0.01 -0.19 0.246
H -0.474578 1.852185 -1.919927 -0.23 0.03 -0.12 0.225
H -2.308456 1.566227 -0.716569 0.13 -0.07 0.04 0.419
H -3.466088 1.017675 1.891103 -0.07 0.08 -0.13 0.248
H -4.124818 2.394068 0.991028 0.02 -0.15 0.08 0.210
H -6.008875 0.274774 1.536854 -0.03 0.03 0.12 0.221
H -7.377131 -1.209185 0.077896 -0.06 -0.03 0.03 0.220
H -6.530177 -1.745895 -2.208205 -0.03 -0.05 -0.07 0.223
H -4.346071 -0.760626 -2.917340 -0.07 -0.08 -0.10 0.195
H 2.355946 -1.453168 2.614846 0.08 0.02 0.11 0.208
H -0.088216 -1.578811 2.747571 -0.07 0.04 0.11 0.221
```
Positions in Å, forces in eV/Å.

Q: Number 1 is which compound?
A: C20H20N2O3S

Q: Among the records above, which one has the highest E_tot?
A: C20H20N2O3S

Q: Which of these has the highest largest force on an atom?
A: C20H20N2O4S

Q: Which of these has the lowest energy relative to the best compared isomer or geometry (same formula, charge and spin)?
A: C20H20N2O3S